ORCA calculation (wB97M-V/def2-TZVPD) on a molecular structure, C29H38N4OP2Re at a distorted geometry.

Properties
HOMO level (alpha / beta) = -12.373 / -13.177 eV
Charge = +2
E_LUMO (alpha / beta) = -6.92 / -8.81 eV
Kohn-Sham gap (alpha / beta) = 5.454 / 4.368 eV
<S²> = 3.788
Energy above the lowest of the compared OMol25 structures with the same formula, charge and spin = 5.446 eV
Energy = -2182.1002 Eh
Spin multiplicity = 4

Each line ends with the Mulliken charge.
Positions of all 75 atoms, in Å:
Re1 -0.56921 -1.87411 -2.55965  2.24
C1 -0.11976 -2.66052 -5.79286  0.20
C2 -1.01541 -1.66137 -5.96369  -1.11
C3 -2.47537 -1.79696 -6.18948  -1.07
C4 -3.05233 -2.89178 -5.28746  -1.71
C5 -2.33673 -2.98615 -3.95817  0.31
C6 -1.26792 -3.75741 -3.41548  -0.03
C7 -0.44248 -4.70287 -4.37999  -0.93
C8 -0.31028 -4.15444 -5.79686  -1.18
C9 -0.69749 -2.16330 -0.40029  -2.33
H1 0.93674 -2.41551 -5.88143  0.56
H2 -0.66226 -0.70472 -6.31551  1.36
H3 -2.69614 -2.01067 -7.25994  0.45
H4 -2.98126 -0.83821 -6.01873  0.34
H5 -4.10215 -2.58972 -5.04731  0.42
H6 -3.13373 -3.86170 -5.84506  0.40
H7 -3.01534 -2.46328 -3.27228  -0.21
H8 -1.47842 -4.30710 -2.51214  0.84
H9 -0.93238 -5.69463 -4.43673  0.43
H10 0.54167 -4.83756 -3.93691  0.37
H11 0.61274 -4.56213 -6.22948  0.42
H12 -1.13978 -4.48499 -6.45293  0.36
H13 0.17844 -2.85586 -0.38292  0.70
H14 -1.52963 -2.69056 0.08571  0.60
H15 -0.49225 -1.31102 0.28057  0.36
P1 -2.49129 -0.49383 -1.86676  0.89
P2 0.10228 -0.03007 -3.65405  0.64
N1 -4.02656 -1.76843 -1.48629  0.57
N2 -3.08046 0.52950 -0.47599  0.54
N3 1.79931 -0.79278 -4.43618  0.33
N4 1.09433 1.56640 -3.34704  0.40
C10 -2.75807 0.66118 -3.27765  -1.21
C11 -1.51384 1.00261 -4.13485  -1.61
C12 -3.67262 -3.05874 -1.14615  0.09
C13 -4.77804 -3.89279 -1.04412  -0.89
C14 -5.89855 -3.05578 -1.16746  -0.78
C15 -5.40093 -1.75742 -1.40293  -0.58
C16 -3.22048 -0.10456 0.76239  -0.56
C17 -4.12410 0.60793 1.52961  -0.74
C18 -4.53929 1.73384 0.76479  -0.78
C19 -3.87493 1.68247 -0.45288  -0.39
C20 2.19766 -2.03422 -4.01925  -0.69
C21 3.19005 -2.53780 -4.85154  -0.68
C22 3.40922 -1.57257 -5.86675  -0.91
C23 2.54720 -0.48062 -5.59042  -0.37
C24 2.32796 2.05338 -3.72314  -0.64
C25 2.46345 3.38678 -3.33537  -0.89
C26 1.25743 3.75553 -2.70462  -0.80
C27 0.44943 2.62041 -2.68841  -0.46
H16 -3.30136 1.57654 -2.98855  0.58
H17 -3.46863 0.15276 -3.94367  0.33
H18 -1.69770 0.75448 -5.18948  0.70
H19 -1.22734 2.06491 -4.08393  1.01
H20 -2.65921 -3.38160 -1.12800  0.12
H21 -4.70013 -4.95870 -0.91563  0.53
H22 -6.93236 -3.36034 -1.11952  0.49
H23 -5.95238 -0.85726 -1.56768  0.57
H24 -2.69350 -1.02204 0.97673  0.30
H25 -4.41237 0.35702 2.53206  0.50
H26 -5.20652 2.51001 1.07825  0.51
H27 -3.89472 2.35463 -1.30462  0.42
H28 1.72162 -2.52427 -3.18700  0.51
H29 3.67750 -3.48174 -4.69301  0.55
H30 4.10197 -1.62783 -6.70755  0.48
H31 2.48025 0.48405 -6.11126  0.68
H32 3.02977 1.43393 -4.23546  0.69
H33 3.32967 4.00208 -3.48114  0.48
H34 0.98471 4.71341 -2.28728  0.47
H35 -0.54496 2.49052 -2.27473  0.42
C28 0.93793 0.29753 -0.47832  -1.58
C29 1.14697 -0.80299 -1.48691  0.52
O1 2.30105 -1.19370 -1.54217  -0.56
H36 -0.07543 0.54445 -0.13188  0.23
H37 1.37347 1.19022 -0.96017  0.39
H38 1.55875 -0.03348 0.38881  0.41